# H3N3O2S

H3N3O2S as an isolated structure (ωB97M-V with the def2-TZVPD basis set, OMol25).

Geometry (Å):
N -0.50631 1.02726 -0.17121
N 0.39610 0.50837 0.57868
N 1.65999 0.32479 -0.06416
O 1.65088 0.17552 -1.26103
O 2.59108 0.48522 0.65914
S 0.26908 -1.70070 0.98228
H -1.26679 1.49447 0.30432
H -0.63425 0.64134 -1.13934
H -0.05098 -1.70846 -0.34961

ΔE to the lowest compared entry with this formula, charge and spin: 27.6 kcal/mol
LUMO energy (alpha / beta): 0.5 / -2.8 eV
multiplicity: 3
calculated total energy: -714.4584 a.u.
E_HOMO (alpha / beta): -0.292 / -0.346 Ha

natural (NBO) population analysis, charges in e, atoms 1 to 4: atom 1 (N): -0.512, atom 2 (N): -0.134, atom 3 (N): 0.597, atom 4 (O): -0.422

=====

# H3N3O3

A 2-piece molecular cluster, H3N3O3 overall (ωB97M-V with the def2-TZVPD basis set, OMol25).

Geometry (Å):
H 0.85614 -0.92166 1.13805
N 0.61328 -0.04618 0.61977
N 1.47594 0.17951 -0.15223
O 2.60226 -0.70130 -0.16740
H 3.31022 -0.23897 -0.69382
O -3.66010 -0.01704 0.26825
N -2.44409 -0.01928 0.22731
O -1.87050 0.88124 -0.64151
H -0.88315 0.88369 -0.59840

SMILES string: [H]/N=N\O.O=NO
ΔE to the lowest compared entry with this formula, charge and spin: 84.4 kcal/mol
LUMO energy: 0.4 eV
calculated total energy: -391.6057 a.u.
E_HOMO: -0.372 Ha

natural (NBO) population analysis, charges in e, atoms 1 to 4: atom 1 (H): 0.327, atom 2 (N): -0.344, atom 3 (N): 0.135, atom 4 (O): -0.601

=====

# H3N3O4

A 2-piece molecular cluster, H3N3O4 overall (ωB97M-V with the def2-TZVPD basis set, OMol25).

Geometry (Å):
N -1.97250 -0.14760 -0.26424
N 1.25536 0.33827 -0.69961
N 1.57894 -0.78552 0.10681
O 0.86631 -1.06623 0.96827
O 2.49716 -1.39586 -0.28563
O 1.57970 1.80675 0.89984
O 1.25325 1.48220 -0.28043
H -2.81795 -0.32149 -0.84142
H -1.91978 -0.69723 0.62886
H -2.32049 0.78672 -0.23246

ΔE to the lowest compared entry with this formula, charge and spin: 50.3 kcal/mol
LUMO energy (alpha / beta): -2.0 / -2.0 eV
calculated total energy: -466.6459 a.u.
E_HOMO (alpha / beta): -0.386 / -0.386 Ha

natural (NBO) population analysis, charges in e, atoms 1 to 4: atom 1 (N): -1.106, atom 2 (N): 0.106, atom 3 (N): 0.602, atom 4 (O): -0.297

=====

# H3N3OS

A 2-piece molecular cluster, H3N3OS overall (ωB97M-V with the def2-TZVPD basis set, OMol25).

Geometry (Å):
O 1.62579 1.58476 -0.15106
N 1.35870 0.45779 -0.07954
N 1.61729 -0.66235 0.21474
S 1.40457 -2.13998 -0.11951
N -1.33082 0.31802 -0.02647
H -2.08930 0.84644 0.37050
H -0.95795 -0.35762 0.73491
H -1.62828 -0.04705 -0.94358

SMILES string: O=NN=S.N
ΔE to the lowest compared entry with this formula, charge and spin: 104.1 kcal/mol
LUMO energy (alpha / beta): -0.7 / -0.7 eV
calculated total energy: -639.3300 a.u.
E_HOMO (alpha / beta): -0.320 / -0.320 Ha

natural (NBO) population analysis, charges in e, atoms 1 to 4: atom 1 (O): -0.272, atom 2 (N): 0.449, atom 3 (N): -0.245, atom 4 (S): 0.055

=====

What are the max |F| values for these records? In order: 2.96; 4.36; 4.49; 5.60 eV/Å.